one) C2H5NS2 | ωB97M-V with the def2-TZVPD basis set

The geometry in ORCA input format:
```
! RIJCOSX wB97M-V def2-TZVPD def2/J DEFGRID3
* xyz 0 1
C -0.351 -0.266 -0.278
C 1.379 1.122 1.041
N 0.457 0.235 0.675
S -0.757 -0.734 1.524
S 0.194 -1.487 -1.456
H -2.706 -0.182 -0.908
H -3.225 0.044 -1.456
H 1.606 1.133 2.107
H 1.976 1.548 0.172
H 1.429 -1.414 -1.421
*
```

The calculation puts the frontier orbital gap (spin up / spin down) at 7.42 / 7.43 eV.

The molecule's Mulliken atomic charges, reported in e, are given here: atom 1 (C): -0.19, atom 2 (C): -0.27, atom 3 (N): 0.11, atom 4 (S): -0.16, atom 5 (S): -0.10, atom 6 (H): -0.23, atom 7 (H): 0.25, atom 8 (H): 0.25, atom 9 (H): 0.26, atom 10 (H): 0.08

two) C2H5NS2 | ωB97M-V with the def2-TZVPD basis set

The geometry in ORCA input format:
```
! RIJCOSX wB97M-V def2-TZVPD def2/J DEFGRID3
* xyz 0 1
C 0.027 -0.244 -0.475
C 1.437 -0.195 -0.787
N -1.676 -0.104 1.327
S -1.047 0.708 -1.653
S -0.734 1.021 0.436
H -1.349 -0.912 1.714
H 1.709 -0.925 -1.511
H 2.105 -0.622 0.070
H 1.819 0.900 -1.105
H -2.289 0.373 1.984
*
```

The calculation puts the frontier orbital gap (spin up / spin down) at 6.82 / 6.82 eV.

The molecule's Mulliken atomic charges, reported in e, are given here: atom 1 (C): -0.10, atom 2 (C): -0.77, atom 3 (N): -0.43, atom 4 (S): -0.17, atom 5 (S): 0.16, atom 6 (H): 0.29, atom 7 (H): 0.30, atom 8 (H): 0.25, atom 9 (H): 0.24, atom 10 (H): 0.24

Q: Which of them is the least stable? A: one).

one) C2H9N3O | ωB97M-V with the def2-TZVPD basis set

The geometry in ORCA input format:
```
! RIJCOSX wB97M-V def2-TZVPD def2/J DEFGRID3
* xyz 0 1
N 0.930 0.315 1.919
C -0.165 0.089 1.160
N -0.585 1.229 0.496
H 1.512 0.985 1.417
H 1.466 -0.537 2.127
H -0.941 -0.466 1.701
H -1.025 0.976 -0.453
H -1.232 1.762 1.068
N 0.434 -1.152 -0.773
C -0.085 -0.234 -1.810
O -1.327 0.169 -1.642
H 0.043 -2.106 -0.816
H 0.288 -0.742 0.172
H 0.652 0.588 -1.846
H 0.035 -0.877 -2.721
*
```

The calculation puts the frontier orbital gap at 6.09 eV.

The molecule's Mulliken atomic charges, reported in e, are given here: atom 1 (N): -0.41, atom 2 (C): 0.20, atom 3 (N): -0.65, atom 4 (H): 0.33, atom 5 (H): 0.29, atom 6 (H): 0.37, atom 7 (H): 0.37, atom 8 (H): 0.24, atom 9 (N): -0.62, atom 10 (C): -0.52, atom 11 (O): -0.85, atom 12 (H): 0.28, atom 13 (H): 0.27, atom 14 (H): 0.35, atom 15 (H): 0.36

two) C2H9N3O | ωB97M-V with the def2-TZVPD basis set

The geometry in ORCA input format:
```
! RIJCOSX wB97M-V def2-TZVPD def2/J DEFGRID3
* xyz 0 1
H -0.480 2.136 0.335
N -0.519 2.067 -0.693
N -0.219 0.901 -1.020
C -0.269 0.620 -2.424
H -0.511 1.501 -3.023
H 0.700 0.213 -2.715
H -1.018 -0.157 -2.579
C -0.525 -1.022 1.657
N 0.716 -0.309 1.434
O 1.788 -1.257 1.283
H -0.424 -1.649 2.548
H -1.306 -0.277 1.818
H -0.819 -1.648 0.800
H 0.636 0.136 0.450
H 2.250 -1.255 2.129
*
```

The calculation puts the frontier orbital gap at 9.37 eV. Its structure (SMILES) is [H]/N=N/C.CNO.

The molecule's Mulliken atomic charges, reported in e, are given here: atom 1 (H): 0.27, atom 2 (N): -0.68, atom 3 (N): 0.27, atom 4 (C): -0.87, atom 5 (H): 0.31, atom 6 (H): 0.31, atom 7 (H): 0.30, atom 8 (C): -0.61, atom 9 (N): -0.40, atom 10 (O): -0.44, atom 11 (H): 0.28, atom 12 (H): 0.25, atom 13 (H): 0.27, atom 14 (H): 0.42, atom 15 (H): 0.32

Q: Which of them is the least stable? A: one).